Record 1
Here is a molecular structure, C10H28F30LiN5O34S10 in a non-equilibrium geometry from the Open Molecules 2025 dataset. Energies are from wB97M-V/def2-TZVPD.

```
! RIJCOSX wB97M-V def2-TZVPD def2/J DEFGRID3
* xyz -4 1
Li -2.8038 -15.5549 -0.7639
C -10.2652 -22.2633 2.6737
F -10.0099 -23.4787 3.1725
F -9.4709 -22.0690 1.6285
F -11.5208 -22.2486 2.2152
S -9.9946 -20.9877 4.0261
O -11.1069 -21.0861 4.9367
O -8.7344 -21.4053 4.6246
N -10.0689 -19.5059 3.1586
S -8.9240 -18.6650 3.9026
O -9.1473 -18.4533 5.3246
O -7.6072 -19.1002 3.4962
C -9.1853 -16.9275 3.0937
F -10.3898 -16.4495 3.4873
F -8.2939 -16.0848 3.5974
F -9.0922 -16.9464 1.7827
C -1.8907 -12.4503 0.2835
F -1.6381 -12.9939 -0.9182
F -1.0769 -13.1025 1.1219
F -1.7667 -11.1603 0.1766
S -3.6559 -12.9476 0.8789
O -3.7288 -12.4604 2.2274
O -4.5604 -12.2641 -0.0245
N -3.6411 -14.6720 0.7624
S -4.9464 -15.0043 1.6555
O -4.6498 -14.8038 3.0587
O -6.1706 -14.4447 1.1377
C -5.2019 -16.8609 1.4236
F -6.3293 -17.2288 2.0044
F -5.3270 -17.0419 0.1043
F -4.1465 -17.5537 1.8104
C -3.4718 -8.0377 0.1005
F -3.9984 -9.2191 0.4078
F -4.3504 -7.0685 0.3061
F -2.4102 -7.9138 0.8808
S -2.9532 -8.0561 -1.7286
O -2.1269 -9.2427 -1.8439
O -4.1265 -8.2134 -2.5487
N -2.0632 -6.5788 -1.9811
S -2.9882 -5.3788 -2.3572
O -4.3895 -5.4396 -2.0529
O -2.3453 -4.1237 -2.0338
C -2.8168 -5.4262 -4.2869
F -3.2660 -4.2596 -4.8049
F -1.5476 -5.5760 -4.6438
F -3.5962 -6.3765 -4.7998
C 1.1922 -13.3577 5.3519
F 2.0049 -12.8820 4.4247
F 0.5052 -14.3979 4.8880
F 1.8710 -13.7721 6.4169
S -0.1031 -12.0304 5.8323
O -1.2958 -12.3228 5.0786
O -0.2278 -12.2601 7.2633
N 0.7794 -10.6031 5.5175
S 0.1022 -10.0724 4.2151
O 0.2224 -10.9711 3.0680
O -1.1672 -9.4336 4.5006
C 1.2509 -8.5846 3.8395
F 1.1373 -7.7675 4.8935
F 2.5213 -8.9616 3.7398
F 0.8657 -7.8973 2.7648
C -3.0525 -23.7009 -2.8028
F -3.6389 -24.6806 -2.1434
F -1.7486 -23.9187 -3.0060
F -3.5905 -23.6104 -4.0249
S -3.3924 -22.0494 -1.8449
O -3.0018 -22.3535 -0.4835
O -2.6115 -21.0363 -2.5543
N -5.0661 -21.8126 -2.2031
S -5.5072 -21.0163 -0.9071
O -6.0076 -21.8592 0.1296
O -4.5853 -19.9893 -0.4183
C -7.0199 -20.0117 -1.4872
F -8.0153 -20.7736 -1.9409
F -7.4531 -19.3095 -0.4374
F -6.6715 -19.1509 -2.4374
O -3.8179 -13.0395 5.3871
H -2.9524 -12.6419 5.1373
H -3.7695 -13.9395 5.0426
O -1.4476 -15.4921 2.6554
H -0.6281 -15.0666 2.3936
H -2.0835 -15.2595 1.9586
O -2.2991 -19.3277 3.6329
H -2.2683 -18.3962 3.8711
H -3.2414 -19.4978 3.4320
O -3.0062 -17.7073 -1.2871
H -2.9947 -17.9872 -2.2068
H -3.5628 -18.3762 -0.8516
O 2.2585 -12.7304 0.7309
H 1.4285 -13.1124 0.4257
H 2.0152 -12.2344 1.5238
O 0.8937 -12.5756 -2.0967
H 1.4481 -12.1178 -1.4496
H 1.5159 -13.0087 -2.6886
O -5.3314 -10.4575 3.9004
H -6.0299 -10.9680 4.3258
H -4.8176 -11.1135 3.4114
O -6.1711 -16.2819 -2.8371
H -6.2139 -15.4638 -2.2984
H -6.7083 -16.9192 -2.3589
O -4.9858 -19.8187 3.8743
H -5.9058 -19.5440 3.6940
H -4.9518 -19.9314 4.8278
O -6.5435 -13.0590 4.3357
H -7.0111 -13.7781 4.7697
H -5.6543 -13.0652 4.7486
O -3.9833 -11.4442 -2.9643
H -4.7419 -10.8534 -2.9986
H -4.3008 -12.2215 -2.4860
O -0.8985 -15.4175 -1.1028
H -0.1159 -15.3855 -0.5457
H -0.5895 -15.1562 -1.9774
O -1.3542 -11.8494 -3.4508
H -2.1731 -11.5750 -3.0000
H -0.7873 -12.1769 -2.7428
O -6.1778 -13.8491 -1.7471
H -6.9239 -13.3030 -2.0104
H -5.9796 -13.5716 -0.8365
*
```

The value obtained for the molar mass is 1659.89 u. The value obtained for the HOMO-LUMO gap is 8.2019 eV. For the total energy, the calculation gives -10215.2263 hartree.

These are the Löwdin partial charges, in e, on atoms 1 to 2: 0.682 -0.677

=====

Record 2
Here is 4 unconnected molecules or ions with the total composition C10H28IN2O3 in a non-equilibrium geometry from the Open Molecules 2025 dataset. Energies are from wB97M-V/def2-TZVPD.

```
! RIJCOSX wB97M-V def2-TZVPD def2/J DEFGRID3
* xyz -1 1
I -6.6436 16.9648 8.6420
C -10.8322 13.2548 10.1625
C -10.0529 14.3790 9.4676
O -8.8148 14.5007 10.1025
H -10.7837 13.4640 11.2310
H -10.4662 12.2619 9.9091
H -11.8852 13.2946 9.8671
H -10.6649 15.2895 9.5152
H -9.9513 14.1382 8.3987
H -8.3244 15.2685 9.7432
C -6.7142 12.7489 6.4935
C -5.2272 13.0468 6.2900
C -4.9757 13.7886 4.9961
O -3.6028 14.1000 4.8907
C -3.1631 14.2384 3.5553
N -4.6884 13.7866 7.4640
H -6.8631 12.2843 7.4677
H -7.1227 12.0549 5.7426
H -7.3706 13.6188 6.4120
H -4.6879 12.0929 6.3162
H -5.5375 14.7359 5.0121
H -5.3754 13.2124 4.1507
H -3.6541 15.0977 3.0888
H -3.3545 13.3057 3.0079
H -2.0795 14.3501 3.5723
H -4.7144 13.0923 8.2119
H -5.4383 14.4095 7.7865
C -8.7995 20.6817 7.0454
C -9.9455 19.6639 7.2494
C -9.9071 18.5858 6.1924
O -10.9967 17.7122 6.4247
C -11.1972 16.7384 5.4368
N -9.8376 19.1085 8.6197
H -8.7857 21.3499 7.9021
H -8.9735 21.2595 6.1346
H -7.8732 20.1085 6.9787
H -10.8732 20.2459 7.2644
H -8.9491 18.0509 6.2082
H -10.0161 19.0294 5.1876
H -11.2710 17.1839 4.4409
H -12.1143 16.1940 5.6630
H -10.3971 15.9901 5.4950
H -10.5170 18.3419 8.5559
H -8.9605 18.5768 8.6760
*
```

The value obtained for the molar mass is 351.25 u. The value obtained for the HOMO-LUMO gap is 7.2889 eV. For the energy above the lowest of the compared OMol25 structures with the same formula, charge and spin, the calculation gives 36.37 kJ/mol. For the total energy, the calculation gives -1030.7848 hartree.

These are the natural (NBO) partial charges, in e, on atoms 1 to 2: -0.936 -0.620

=====

Record 3
Here is a molecular structure, C10H28MgO6S4 in a non-equilibrium geometry from the Open Molecules 2025 dataset. Energies are from wB97M-V/def2-TZVPD.

```
! RIJCOSX wB97M-V def2-TZVPD def2/J DEFGRID3
* xyz 0 1
Mg -0.7026 0.0721 -0.1899
O -0.3896 0.9534 1.6712
C -1.6221 1.7291 1.8174
C -2.8131 1.4009 0.9231
O -2.5667 0.8066 -0.3857
H -1.3451 2.7821 1.7680
H -1.9744 1.6507 2.8459
H -3.3869 2.3222 0.8220
H -3.5489 0.8955 1.5487
C 2.6413 2.2357 -2.0710
S 1.0085 2.7131 -1.3473
O 0.1301 1.4869 -1.0256
C 1.4196 3.4984 0.2940
H 3.3214 2.7629 -1.4018
H 2.6344 2.4108 -3.1468
H 2.9190 1.1863 -1.9727
H 2.2322 3.0531 0.8680
H 0.5532 3.3365 0.9353
H 1.6979 4.5441 0.1628
C 2.8575 0.2267 1.8814
S 2.6774 -1.0521 0.5572
O 1.3430 -0.7427 -0.1302
C 4.1993 -0.5052 -0.3184
H 3.8362 0.1225 2.3498
H 2.1655 0.1540 2.7205
H 2.7314 1.1702 1.3504
H 4.2711 0.5817 -0.3597
H 4.2588 -1.1261 -1.2123
H 5.1519 -0.7060 0.1718
C -2.3330 0.4144 -3.7576
S -1.3080 -1.0660 -3.3019
O -0.5592 -0.5579 -2.0407
C -2.6601 -1.9350 -2.4236
H -1.8405 1.1151 -4.4319
H -2.5707 1.0941 -2.9393
H -3.2039 0.0580 -4.3077
H -2.2746 -2.8569 -1.9881
H -3.5226 -2.0160 -3.0852
H -3.2017 -1.5213 -1.5729
C -2.3709 -3.2689 2.3712
S -1.0906 -3.1086 1.0623
O -1.2224 -1.7376 0.3067
C 0.3031 -3.1293 2.1614
H -2.0201 -2.7585 3.2682
H -2.5099 -4.3463 2.4600
H -3.2734 -2.8426 1.9331
H 0.4062 -2.4628 3.0177
H 1.2086 -2.8854 1.6057
H 0.3437 -4.1519 2.5364
*
```

The value obtained for the molar mass is 396.90 u. The value obtained for the HOMO-LUMO gap is 6.0124 eV. For the energy above the lowest of the compared OMol25 structures with the same formula, charge and spin, the calculation gives 350.34 kJ/mol. For the total energy, the calculation gives -2641.9298 hartree.

These are the natural (NBO) partial charges, in e, on atoms 1 to 2: 1.768 -1.080

=====

Record 4
Here is 2 unconnected molecules or ions with the total composition C10H28N2O4P2 from the Open Molecules 2025 dataset. Energies are from wB97M-V/def2-TZVPD.

```
! RIJCOSX wB97M-V def2-TZVPD def2/J DEFGRID3
* xyz 0 1
C -2.7661 0.1747 -0.0700
C -1.5118 0.1842 0.8268
C -1.6243 -0.7431 2.0569
C -2.1240 0.0241 3.2995
P -0.1322 -1.7895 2.4545
C 0.8381 -1.8969 0.8926
C 2.1623 -2.6481 1.0936
O 3.2262 -1.7487 0.8227
P 1.2139 -0.5640 3.6413
N 2.6760 -1.1067 3.6706
O 1.1080 0.9383 3.1142
O 0.5140 -0.4671 5.0911
H -3.0906 1.1846 -0.3197
H -3.6076 -0.3220 0.4170
H -2.5745 -0.3514 -1.0056
H -0.6630 -0.0659 0.2019
H -1.3399 1.2047 1.1727
H -2.4010 -1.4790 1.8295
H -3.2119 -0.0350 3.3629
H -1.7404 -0.3758 4.2346
H -1.8338 1.0717 3.2495
H 0.1967 -2.4188 0.1779
H 1.0496 -0.9056 0.5006
H 2.2371 -3.0033 2.1200
H 2.2207 -3.5104 0.4246
H 3.7785 -1.7109 1.6052
H 2.9371 -1.3548 4.6197
H 1.9525 1.3676 3.2992
H 0.2566 -1.3545 5.3718
C 0.9290 -0.3468 -2.3840
O -0.3894 0.1699 -2.4207
C -0.4943 1.5788 -2.4646
C -0.3761 2.1864 -3.8669
C 1.0472 2.2103 -4.4132
N -1.2523 1.5336 -4.8418
H 1.5967 0.3027 -1.8100
H 1.3416 -0.4991 -3.3840
H 0.8752 -1.3151 -1.8895
H -1.4911 1.8064 -2.0762
H 0.2374 2.0307 -1.7806
H -0.7115 3.2244 -3.7748
H 1.3604 1.2243 -4.7570
H 1.1068 2.8836 -5.2673
H 1.7578 2.5512 -3.6579
H -2.2201 1.6252 -4.5487
H -1.0636 0.5354 -4.8182
*
```

The value obtained for the molar mass is 302.29 u. The value obtained for the HOMO-LUMO gap is 9.5950 eV. As for the structure (SMILES): CC[C@H](C)P(CCO)P(=N)(O)O.COC[C@@H](C)N. For the total energy, the calculation gives -1491.0073 hartree.

These are the natural (NBO) partial charges, in e, on atoms 1 to 2: -0.615 -0.416

=====

What is the formula in the first record? C10H28F30LiN5O34S10

=====

Among the records above, which one has the highest molar mass? C10H28F30LiN5O34S10

=====

Look up the molar mass of the third one. 396.90 u